(1)
18
Properties=species:S:1:pos:R:3:lowdin_charge:R:1 method="wB97M-V/def2-TZVPD" multiplicity=1 e_tot_ha=-456.2055 smiles="CC(C)C(C#N)(C#N)C=O"
C 0.928 -1.495 -0.449 -0.072
C 0.660 -0.225 0.260 -0.371
C 1.458 0.953 -0.268 -0.036
C -0.906 0.161 0.233 -0.302
C -1.280 0.394 -1.291 -0.123
N -1.549 0.619 -2.359 0.191
C -1.608 -1.013 0.742 -0.196
N -2.273 -1.863 1.071 0.221
C -1.360 1.275 1.122 -0.245
O -2.304 1.948 0.948 0.158
H 0.762 -1.509 -1.466 0.064
H 1.987 -1.651 -0.263 0.100
H 0.456 -2.408 -0.112 0.088
H 0.869 -0.398 1.324 0.149
H 1.495 0.842 -1.322 0.075
H 0.835 1.824 0.033 0.097
H 2.496 1.058 -0.080 0.077
H -0.666 1.489 1.878 0.126

---

(2)
42
Properties=species:S:1:pos:R:3:lowdin_charge:R:1 method="wB97M-V/def2-TZVPD" multiplicity=1 e_tot_ha=-1066.1207
O 0.587 -4.607 -2.834 0.064
C 0.205 -3.640 -2.219 -0.219
C 0.626 -3.383 -0.878 -0.280
N 0.391 -2.265 -0.100 0.036
C 0.895 -2.575 1.108 -0.065
C 1.528 -3.853 1.002 -0.134
N 1.301 -4.353 -0.220 0.118
H -0.497 -2.827 -2.464 0.104
H 0.778 -1.975 2.018 0.113
H 2.177 -4.442 1.671 0.101
C -0.586 3.228 1.051 0.007
N 0.837 3.184 0.932 -0.064
C 1.606 4.244 1.391 -0.012
C 2.868 4.023 0.977 -0.009
N 2.831 2.830 0.290 -0.069
C 3.967 2.339 -0.421 0.002
C 1.603 2.273 0.286 -0.063
C 1.140 1.066 -0.493 -0.388
C 0.123 0.210 0.037 -0.058
C -0.325 -1.026 -0.612 -0.201
C -1.897 -1.118 -0.465 -0.161
C -2.743 -1.129 -1.560 -0.053
C -4.100 -1.402 -1.402 -0.086
C -4.625 -1.599 -0.125 -0.095
C -3.792 -1.473 1.000 -0.076
C -2.428 -1.174 0.837 -0.040
O 1.716 0.841 -1.598 -0.058
H -0.957 2.217 1.210 0.079
H -0.724 3.873 1.911 0.092
H -1.032 3.673 0.154 0.117
H 1.121 5.009 1.968 0.125
H 3.788 4.549 1.058 0.126
H 3.763 1.302 -0.667 0.095
H 4.101 2.942 -1.331 0.116
H 4.809 2.487 0.263 0.102
H -0.225 0.444 1.044 0.071
H -0.113 -1.015 -1.683 0.129
H -2.311 -0.959 -2.564 0.124
H -4.747 -1.490 -2.283 0.107
H -5.685 -1.811 0.009 0.099
H -4.190 -1.613 2.002 0.099
H -1.783 -1.006 1.701 0.104